1.
C4H8NO4 | ωB97M-V/def2-TZVPD

```
17
Properties=species:S:1:pos:R:3:nbo_charge:R:1
C 0.275 -0.769 -0.014 -0.09
C -0.735 1.227 1.703 -0.80
C -0.664 -0.870 -1.189 -0.11
C -1.545 1.828 0.707 0.32
N 1.544 -0.773 -0.262 0.32
O 2.493 -0.452 0.709 -0.57
O 2.220 -1.045 -1.318 -0.65
O -0.273 -1.993 -2.038 -0.77
O -1.340 2.728 -0.176 -0.74
H -0.316 -0.135 0.874 0.29
H 0.084 1.843 2.010 0.19
H -1.119 0.644 2.461 0.19
H -0.456 0.163 -1.589 0.21
H -1.639 -1.151 -0.850 0.20
H -2.536 1.285 0.751 0.04
H 0.651 -2.198 -2.083 0.49
H 3.358 -0.333 0.304 0.49
```

Summary:
- E_HOMO: -3.27 eV
- Net charge: -1
- Electronic energy: -13952.845 eV

2.
C4H8NOS | ωB97M-V/def2-TZVPD

```
15
Properties=species:S:1:pos:R:3:nbo_charge:R:1
C 0.020 -1.999 -1.034 -0.72
C -0.066 -1.501 0.399 0.69
O 0.301 -2.189 1.342 -0.65
N -0.648 -0.267 0.628 -0.63
C -0.238 0.892 -0.189 -0.24
C 0.370 2.008 0.634 -0.54
S 0.503 3.619 -0.206 -0.71
H -0.847 -1.627 -1.583 0.23
H 0.068 -3.072 -0.881 0.23
H 0.871 -1.640 -1.592 0.23
H -0.768 -0.081 1.611 0.39
H 0.445 0.605 -0.988 0.19
H -1.155 1.325 -0.617 0.19
H -0.245 2.152 1.523 0.17
H 1.389 1.775 0.953 0.18
```

Summary:
- E_HOMO: -2.54 eV
- Net charge: -1
- Electronic energy: -18651.795 eV
- Structure (SMILES): CC(=O)NCC[S-]

3.
C4H8NOS | ωB97M-V/def2-TZVPD

```
15
Properties=species:S:1:pos:R:3:nbo_charge:R:1
C -0.168 -0.457 0.104 0.54
C 0.960 -0.967 1.129 -0.31
C -0.071 0.913 -0.917 0.02
C -1.370 1.382 -1.343 -0.75
N 0.819 -2.151 2.031 -0.78
O -1.177 -1.064 -0.060 -0.45
S 1.424 1.535 -1.260 0.47
H 1.818 -1.179 0.477 0.23
H 1.217 -0.111 1.757 0.23
H -1.937 1.760 -0.483 0.31
H -1.962 0.522 -1.683 0.32
H -1.322 2.153 -2.110 0.25
H 0.241 -1.951 2.839 0.38
H 0.483 -2.972 1.542 0.38
H 1.044 2.588 -2.022 0.16
```

Summary:
- E_HOMO: -13.43 eV
- Net charge: +1
- Electronic energy: -18641.363 eV

4.
C4H8NS | ωB97M-V/def2-TZVPD

```
14
Properties=species:S:1:pos:R:3:nbo_charge:R:1
C -0.471 0.343 -0.824 0.65
C -1.663 0.830 -0.127 -0.68
C 0.277 0.090 1.439 -0.37
C 1.637 -0.872 -0.331 -0.41
N 0.501 -0.047 -0.055 -0.34
S -1.266 0.964 1.701 0.31
H -1.428 0.363 -3.700 0.05
H -2.373 0.000 -0.115 0.29
H -2.173 1.683 -0.547 0.30
H 0.204 -0.796 2.080 0.26
H 1.102 0.541 1.823 0.23
H 1.682 -0.876 -1.424 0.24
H 2.425 -0.354 0.217 0.24
H 1.546 -1.869 -0.137 0.25
```

Summary:
- E_HOMO (alpha / beta): -13.66 / -13.62 eV
- Net charge: +1
- Electronic energy: -16589.556 eV

5.
C4H8NS | ωB97M-V/def2-TZVPD

```
14
Properties=species:S:1:pos:R:3:nbo_charge:R:1
C -0.027 0.949 0.395 0.28
C 2.162 -0.292 0.323 -0.20
C 1.202 -1.057 -0.552 -0.24
C -1.935 0.944 -0.274 -0.45
N 0.831 0.107 0.151 -0.31
S -2.768 -0.367 0.583 0.11
H 0.076 1.474 1.375 0.22
H 2.413 -0.574 1.306 0.24
H 2.875 0.314 -0.090 0.24
H 1.260 -1.096 -1.682 0.27
H 1.034 -2.058 -0.009 0.27
H -2.307 1.810 0.211 0.23
H -2.035 0.981 -1.294 0.23
H -2.782 -1.135 -0.442 0.12
```

Summary:
- E_HOMO: -13.40 eV
- Net charge: +1
- Electronic energy: -16591.779 eV

6.
C4H8NS2 | ωB97M-V/def2-TZVPD

```
15
Properties=species:S:1:pos:R:3:nbo_charge:R:1
C 2.778 0.938 0.443 -0.01
C 2.633 0.628 -0.885 -0.45
C 0.560 0.666 0.468 -0.16
C -2.687 -1.641 -0.582 -0.68
N 1.628 0.983 1.092 -0.46
S 1.084 0.158 -1.092 0.60
S -2.357 0.103 -0.084 0.00
H 3.661 1.357 0.946 0.26
H 3.086 0.533 -1.882 0.30
H -3.601 -1.501 -1.332 0.26
H -2.815 -2.164 0.266 0.22
H -1.657 -1.979 -1.088 0.23
H -0.655 0.409 0.759 0.29
H 1.485 1.511 2.009 0.46
H -3.142 -0.001 0.962 0.15
```

Summary:
- E_HOMO: -13.09 eV
- Net charge: +1
- Electronic energy: -27429.187 eV

7.
C4H8O | ωB97M-V/def2-TZVPD

```
13
Properties=species:S:1:pos:R:3:nbo_charge:R:1
C 1.329 0.788 -0.189 0.39
C -1.664 0.814 0.279 -0.09
C 2.197 -0.402 0.184 -0.71
C -2.099 -0.503 -0.108 -0.75
O 0.065 0.857 -0.223 -0.48
H 1.674 1.762 0.024 0.13
H -2.095 1.578 -0.267 0.13
H 3.257 -0.305 -0.204 0.24
H 1.673 -1.257 -0.134 0.23
H 2.170 -0.486 1.252 0.25
H -2.822 -0.977 0.565 0.26
H -1.361 -1.318 0.056 0.23
H -2.324 -0.549 -1.235 0.18
```

Summary:
- E_HOMO: -7.02 eV
- Net charge: 0
- Electronic energy: -6319.329 eV

8.
C4H8O | ωB97M-V/def2-TZVPD

```
13
Properties=species:S:1:pos:R:3:nbo_charge:R:1
C 0.072 -1.553 0.888 -0.60
C 0.822 -0.412 0.168 -0.54
C -0.153 0.036 -0.861 0.08
C -0.866 1.277 -0.453 -0.20
O 0.154 1.969 -1.205 -0.64
H 0.720 -2.000 1.646 0.22
H -0.830 -1.183 1.390 0.20
H -0.227 -2.333 0.183 0.22
H 1.729 -0.824 -0.287 0.22
H 1.111 0.358 0.901 0.19
H 0.123 1.577 -2.098 0.50
H -1.869 1.452 -0.854 0.18
H -0.787 1.636 0.582 0.17
```

Summary:
- E_HOMO: -8.48 eV
- Net charge: 0
- Electronic energy: -6321.149 eV

9.
C4H8O | ωB97M-V/def2-TZVPD

```
13
Properties=species:S:1:pos:R:3:nbo_charge:R:1
C -1.713 -0.461 -0.782 -0.25
O -1.314 0.087 0.471 -0.48
C -0.034 -0.101 0.783 0.32
C 0.943 0.093 1.603 -0.28
C 1.243 -0.719 0.346 -0.45
H -1.327 -1.478 -0.906 0.19
H -1.364 0.166 -1.609 0.18
H -2.804 -0.480 -0.772 0.20
H 1.374 0.503 2.500 0.23
H 1.822 -0.267 -0.469 0.17
H 1.389 -1.803 0.421 0.17
H 0.549 2.095 -0.753 -0.01
H 1.236 2.365 -0.832 0.01
```

Summary:
- E_HOMO: -8.57 eV
- Net charge: 0
- Electronic energy: -6321.071 eV
- Structure (SMILES): COC1=CC1.[H][H]

10.
C4H8O | ωB97M-V/def2-TZVPD

```
13
Properties=species:S:1:pos:R:3:nbo_charge:R:1
C 0.057 -1.033 -0.807 -0.26
C 1.148 -0.904 -0.052 -0.36
C 1.958 0.331 -0.175 0.39
O 1.595 1.313 -0.788 -0.53
H -0.669 -1.832 -0.677 0.21
H -0.184 -0.252 -1.526 0.22
H 1.408 -1.627 0.720 0.21
H 2.935 0.326 0.347 0.11
C -1.677 0.737 0.486 -0.86
H -1.371 1.724 0.130 0.22
H -2.222 0.788 1.426 0.21
H -2.288 0.243 -0.278 0.20
H -0.775 0.162 0.673 0.22
```

Summary:
- E_HOMO: -10.06 eV
- Net charge: 0
- Electronic energy: -6323.582 eV
- Structure (SMILES): C=CC=O.C

11.
C4H8O | ωB97M-V/def2-TZVPD

```
13
Properties=species:S:1:pos:R:3:nbo_charge:R:1
C -1.265 -0.775 -0.077 -0.64
C -0.025 0.108 -0.132 0.20
C 1.300 -0.608 -0.007 -0.63
C -0.037 1.523 0.251 -0.11
O -0.109 1.143 -1.115 -0.50
H -1.788 -0.748 0.885 0.22
H -1.959 -0.456 -0.860 0.23
H -1.004 -1.820 -0.280 0.21
H 1.468 -0.861 1.047 0.21
H 2.113 0.041 -0.339 0.22
H 1.321 -1.535 -0.587 0.21
H -0.918 1.976 0.702 0.18
H 0.904 2.014 0.513 0.18
```

Summary:
- E_HOMO: -10.13 eV
- Net charge: 0
- Electronic energy: -6324.036 eV
- Structure (SMILES): CC1(C)CO1

12.
C4H8O | ωB97M-V/def2-TZVPD

```
13
Properties=species:S:1:pos:R:3:nbo_charge:R:1
C 1.623 0.591 -0.013 -0.44
C 0.973 -0.514 0.325 -0.18
C -0.512 -0.686 0.200 0.04
C -1.381 0.566 0.222 -0.64
O -0.499 -1.295 -1.086 -0.69
H 1.147 1.564 0.022 0.20
H 2.694 0.558 -0.148 0.20
H 1.522 -1.448 0.407 0.21
H -0.891 -1.412 0.921 0.19
H -1.361 1.036 1.208 0.21
H -2.416 0.303 -0.014 0.23
H -1.056 1.306 -0.518 0.21
H 0.103 -0.634 -1.524 0.47
```

Summary:
- E_HOMO: -9.76 eV
- Net charge: 0
- Electronic energy: -6323.930 eV
- Structure (SMILES): C=C[C@@H](C)O